This record from the Open Molecules 2025 dataset describes a molecular structure, C5H3N. The level of theory is ωB97M-V/def2-TZVPD.

Properties
E_LUMO (spin up / spin down) = -2.235 / -1.839 eV
ΔE to the lowest compared entry with this formula, charge and spin = 157.2 kcal/mol
Orbital gap (spin up / spin down) = 6.068 / 7.123 eV
HOMO energy (spin up / spin down) = -0.3051 / -0.3294 hartree
Electronic energy = -246.73151 Eh

Each line ends with the Mulliken charge.
Positions of all 9 atoms, in Å:
C: 0.250 0.102 -0.076  1.11
C: 0.863 -1.185 -0.590  -0.43
C: 0.479 1.315 0.520  -0.58
C: -0.575 -1.515 -0.677  -0.22
C: 0.775 2.274 1.171  -0.28
N: -0.068 -0.310 -1.359  -0.34
H: -1.155 -2.190 -1.302  0.29
H: -1.079 -1.340 0.258  0.15
H: 0.510 2.847 2.054  0.30

***

This record from the Open Molecules 2025 dataset describes 2 unconnected molecules or ions with the total composition C5H3N. The level of theory is ωB97M-V/def2-TZVPD.

Properties
E_LUMO = 0.457 eV
ΔE to the lowest compared entry with this formula, charge and spin = 58.7 kcal/mol
Orbital gap = 10.779 eV
HOMO energy = -0.3793 hartree
Electronic energy = -246.88843 Eh
SMILES string = C#CC#N.C#C

Each line ends with the Mulliken charge.
Positions of all 9 atoms, in Å:
C: 1.520 -1.813 -1.397  -0.03
C: 1.124 -1.171 -0.457  -0.03
C: -1.778 1.416 0.960  -0.43
C: -1.312 1.426 -0.144  -0.36
C: 1.040 -0.498 0.712  0.13
N: 0.853 -0.008 1.737  -0.42
H: 1.805 -2.466 -2.274  0.35
H: -2.482 1.597 1.854  0.30
H: -0.771 1.517 -0.991  0.49

***

This record from the Open Molecules 2025 dataset describes a molecular structure, C5H3N. The level of theory is ωB97M-V/def2-TZVPD.

Properties
E_LUMO (spin up / spin down) = -0.638 / -0.638 eV
ΔE to the lowest compared entry with this formula, charge and spin = 124.2 kcal/mol
Orbital gap (spin up / spin down) = 8.584 / 8.583 eV
HOMO energy (spin up / spin down) = -0.3389 / -0.3389 hartree
Electronic energy = -246.78403 Eh

Each line ends with the Mulliken charge.
Positions of all 9 atoms, in Å:
C: -0.295 -1.476 -0.541  -0.61
C: 0.836 -1.469 0.052  0.14
C: 0.691 0.524 -0.207  0.27
C: -0.680 -0.101 -0.558  -0.05
C: 1.695 -0.381 0.400  -0.14
N: 1.841 0.540 -0.732  -0.50
H: -0.775 0.371 -1.489  0.31
H: -1.387 0.068 0.295  0.28
H: 2.124 -0.377 1.416  0.29

***

This record from the Open Molecules 2025 dataset describes C5H3N in the gas phase. The level of theory is ωB97M-V/def2-TZVPD.

Properties
E_LUMO = -0.341 eV
ΔE to the lowest compared entry with this formula, charge and spin = 55.3 kcal/mol
Orbital gap = 9.637 eV
HOMO energy = -0.3667 hartree
Electronic energy = -246.89392 Eh
SMILES string = C#CC(=C)C#N

Each line ends with the Mulliken charge.
Positions of all 9 atoms, in Å:
C: 0.760 1.248 -0.010  -0.63
C: 0.369 -0.042 -0.148  0.47
C: -1.146 -0.548 -0.265  -0.42
C: -2.356 -0.861 0.110  -0.13
C: 1.499 -0.822 -0.008  0.22
H: -0.046 1.951 -0.148  0.33
H: 1.889 1.592 0.334  0.26
H: -3.538 -1.139 0.156  0.32
N: 2.568 -1.379 -0.021  -0.42

***

This record from the Open Molecules 2025 dataset describes a molecular structure, C5H3N. The level of theory is ωB97M-V/def2-TZVPD.

Properties
E_LUMO = 0.127 eV
ΔE to the lowest compared entry with this formula, charge and spin = 126.5 kcal/mol
Orbital gap = 9.050 eV
HOMO energy = -0.3279 hartree
Electronic energy = -246.78039 Eh

Each line ends with the Mulliken charge.
Positions of all 9 atoms, in Å:
C: -0.043 1.697 -0.113  -0.60
C: -0.470 0.992 -1.107  0.31
C: 0.373 -0.510 -0.632  0.40
C: 0.564 0.407 0.559  -0.09
C: -0.707 -0.267 -1.690  -0.33
N: 0.637 -0.930 -1.801  -0.50
H: 1.689 0.639 0.720  0.24
H: 0.128 0.351 1.582  0.30
H: -1.696 -0.722 -1.856  0.29

***

This record from the Open Molecules 2025 dataset describes C5H3N in the gas phase. The level of theory is ωB97M-V/def2-TZVPD.

Properties
E_LUMO = -1.969 eV
ΔE to the lowest compared entry with this formula, charge and spin = 61.2 kcal/mol
Orbital gap = 8.622 eV
HOMO energy = -0.3892 hartree
Electronic energy = -246.88454 Eh

Each line ends with the Mulliken charge.
Positions of all 9 atoms, in Å:
C: -0.049 0.824 -0.439  -0.09
C: -0.451 1.557 0.606  -0.12
C: -1.265 1.832 1.527  -0.30
C: 0.708 -0.458 -0.277  -0.18
C: -0.220 -1.459 0.210  0.18
N: -0.972 -2.233 0.580  -0.33
H: -0.369 1.102 -1.438  0.33
H: 1.110 -0.813 -1.231  0.26
H: 1.510 -0.351 0.461  0.25

***

This record from the Open Molecules 2025 dataset describes C5H3N3 in the gas phase. The level of theory is ωB97M-V/def2-TZVPD.

Properties
E_LUMO = -0.414 eV
ΔE to the lowest compared entry with this formula, charge and spin = 81.4 kcal/mol
Orbital gap = 11.773 eV
HOMO energy = -0.4479 hartree
Electronic energy = -356.44242 Eh
SMILES string = CC(C#N)(C#N)C#N

Each line ends with the Mulliken charge.
Positions of all 11 atoms, in Å:
C: -0.253 1.057 -0.810  -1.10
C: -0.001 -0.074 0.189  1.68
C: -0.180 -1.386 -0.563  -0.04
C: -0.816 -0.342 1.284  -0.21
C: 1.452 -0.152 0.776  -0.10
H: 0.258 0.937 -1.905  0.32
H: 0.421 2.066 -0.338  0.30
H: -1.347 1.096 -0.825  0.38
N: -0.557 -2.075 -1.434  -0.41
N: -1.435 -0.969 2.186  -0.43
N: 2.457 -0.158 1.441  -0.41

***

This record from the Open Molecules 2025 dataset describes a molecular structure, C5H3N5O2. The level of theory is ωB97M-V/def2-TZVPD.

Properties
E_LUMO = -2.973 eV
ΔE to the lowest compared entry with this formula, charge and spin = 4.4 kcal/mol
Orbital gap = 7.085 eV
HOMO energy = -0.3696 hartree
Electronic energy = -616.47022 Eh

Each line ends with the Mulliken charge.
Positions of all 15 atoms, in Å:
O: 0.320 -2.418 2.315  -0.55
N: -2.185 0.910 0.791  -0.51
N: -1.036 -0.919 1.590  -0.43
N: -0.637 1.520 -0.742  -0.54
N: 1.768 -0.416 -1.365  -0.58
O: 1.383 0.350 -2.441  -0.34
C: 0.125 -1.572 1.458  0.29
C: -1.859 1.710 -0.176  -0.16
C: -1.169 0.078 0.812  0.91
C: -0.113 0.559 -0.106  0.75
C: 1.013 -0.271 -0.320  0.26
N: 1.232 -1.234 0.606  -0.17
H: 1.956 1.176 -2.401  0.35
H: -2.547 2.523 -0.372  0.42
H: 1.748 -1.996 0.355  0.29

***

This record from the Open Molecules 2025 dataset describes C5H3NO in the gas phase. The level of theory is ωB97M-V/def2-TZVPD.

Properties
E_LUMO (spin up / spin down) = -1.439 / -1.596 eV
ΔE to the lowest compared entry with this formula, charge and spin = 209.2 kcal/mol
Orbital gap (spin up / spin down) = 6.476 / 6.078 eV
HOMO energy (spin up / spin down) = -0.2909 / -0.2820 hartree
Electronic energy = -321.95848 Eh

Each line ends with the Mulliken charge.
Positions of all 10 atoms, in Å:
C: -3.134 0.599 -0.040  -0.47
C: -2.024 0.034 0.012  -0.22
C: 1.921 0.581 0.093  0.13
C: 1.456 -0.841 -0.044  -0.14
C: -0.813 -0.350 0.256  0.61
N: 1.215 1.577 0.040  -0.56
O: 0.179 -1.084 0.156  -0.28
H: -4.087 0.682 -0.477  0.35
H: 3.076 0.480 0.224  0.24
H: 2.211 -1.678 -0.219  0.35

***

This record from the Open Molecules 2025 dataset describes a molecular structure, C5H3NO. The level of theory is ωB97M-V/def2-TZVPD.

Properties
E_LUMO = 0.109 eV
ΔE to the lowest compared entry with this formula, charge and spin = 65.8 kcal/mol
Orbital gap = 10.482 eV
HOMO energy = -0.3812 hartree
Electronic energy = -322.18700 Eh

Each line ends with the Mulliken charge.
Positions of all 10 atoms, in Å:
C: -1.661 -0.816 0.042  0.27
C: 1.094 0.466 -0.814  -0.51
C: 1.114 -0.630 -0.123  -0.12
C: -0.045 1.077 -0.065  0.50
C: -0.625 -0.114 0.686  -0.27
N: -2.524 -1.436 -0.427  -0.41
O: -0.197 2.247 0.201  -0.53
H: 1.916 0.831 -1.571  0.29
H: 1.569 -1.499 0.310  0.39
H: -0.642 -0.128 1.761  0.39

***

This record from the Open Molecules 2025 dataset describes C5H3NO in the gas phase. The level of theory is ωB97M-V/def2-TZVPD.

Properties
E_LUMO = -0.725 eV
ΔE to the lowest compared entry with this formula, charge and spin = 57.3 kcal/mol
Orbital gap = 8.287 eV
HOMO energy = -0.3312 hartree
Electronic energy = -322.20047 Eh
SMILES string = N#C/C=C/C=C=O

Each line ends with the Mulliken charge.
Positions of all 10 atoms, in Å:
C: -1.361 2.296 -0.036  0.16
C: 0.618 -0.734 -0.380  -0.66
C: -0.581 -0.061 0.090  -0.13
C: 1.166 0.233 -1.161  0.68
C: -0.316 1.307 -0.114  -0.40
N: -2.050 3.212 -0.085  -0.42
O: 1.979 0.845 -1.791  -0.39
H: 1.115 -1.728 -0.290  0.35
H: -1.504 -0.419 0.512  0.44
H: 0.579 1.853 0.070  0.37

***

This record from the Open Molecules 2025 dataset describes C5H3NO in the gas phase. The level of theory is ωB97M-V/def2-TZVPD.

Properties
E_LUMO (spin up / spin down) = -2.180 / -2.179 eV
ΔE to the lowest compared entry with this formula, charge and spin = 112.5 kcal/mol
Orbital gap (spin up / spin down) = 6.818 / 6.820 eV
HOMO energy (spin up / spin down) = -0.3307 / -0.3307 hartree
Electronic energy = -322.11259 Eh

Each line ends with the Mulliken charge.
Positions of all 10 atoms, in Å:
N: 2.941 -0.714 0.034  -0.41
C: 1.895 -0.206 -0.059  0.24
C: 0.581 0.261 -0.240  -0.15
C: 0.007 1.360 0.397  0.27
O: -1.156 1.587 0.729  -0.57
C: -1.753 -0.772 -0.208  -0.29
C: -0.603 -1.209 -0.420  -0.19
H: 0.830 2.111 0.484  0.29
H: -2.712 -0.313 -0.072  0.40
H: -0.031 -2.106 -0.646  0.40